[1]
The following is a quantum chemistry calculation of a 3-piece molecular cluster, C25H54N6O6P2 overall in a non-equilibrium geometry, from the OMol25 dataset.

- HOMO (Eh) = -0.2892
- strongest force on any atom (eV Å⁻¹) = 7.3
- LUMO level (eV) = -0.60
- calculated total energy (eV) = -66598.065
- SMILES string = CCCOC1=C(CCCCO)C(=O)C=CC1=O.CN(C)P(=O)(N(C)C)N(C)C.CN(C)P(=O)(N(C)C)N(C)C

ORCA input file:
```
! wB97M-V def2-TZVPD RIJCOSX def2/J DEFGRID3
* xyz 0 1
H -3.334 -0.431 -0.068
H 4.656 -4.074 4.374
H 1.687 4.652 0.222
H -3.438 5.840 2.314
H 5.643 -4.328 2.372
H 3.294 -6.725 1.645
H -0.371 -4.279 4.289
C -4.163 -0.534 -5.605
C 2.221 -6.503 1.577
H 4.556 4.503 1.002
C 4.833 6.673 1.224
H -4.927 0.449 -2.618
N 1.175 -3.540 3.069
C 2.763 5.250 1.955
H -0.616 2.513 -1.651
C -1.448 6.147 2.846
C 0.266 -4.601 3.462
H 0.394 5.809 -1.187
H 3.594 5.482 -0.099
P 2.143 -3.668 1.628
N -4.120 -1.459 -4.474
H 4.761 -4.204 0.860
N 1.947 -5.235 0.926
N -2.156 -2.939 -3.044
H -0.382 -4.929 2.639
H -5.481 -2.604 -5.597
C -1.391 4.499 -1.379
H 1.877 -6.170 -0.969
H -5.200 -0.355 -5.907
N 3.525 -4.206 2.600
C 0.287 4.487 1.799
H 2.092 -4.431 -1.027
C 3.682 -3.756 3.991
H -5.687 -1.156 -2.601
H -3.952 -4.000 -2.646
H 4.944 -2.771 1.877
H -0.117 -2.384 -3.218
C -0.761 -3.016 -2.605
H -3.922 -3.403 -5.321
H 1.178 -1.430 2.938
N -3.636 -1.162 -2.053
H -3.740 0.434 -5.333
H -1.140 6.700 -1.616
C 0.518 -2.246 3.240
C 2.367 -5.329 -0.472
O 6.107 6.250 1.724
H 1.804 -6.563 2.578
H 3.126 4.833 2.900
O -2.956 3.178 1.898
H 0.273 -2.083 4.294
H 2.325 6.250 2.092
H -2.485 -4.886 -2.364
H 2.002 3.262 1.323
H 1.751 -7.313 1.013
O 0.598 5.668 3.857
H -0.379 -4.036 -2.694
H 3.618 -2.670 4.088
H -1.857 -0.869 -0.904
P -2.665 -1.361 -3.521
C 3.940 5.418 0.945
O -1.735 -1.213 -4.714
H -1.866 4.194 -2.325
H -0.649 -2.697 -1.561
C -4.673 -2.739 -4.874
C -2.843 -0.416 -1.041
C -2.935 -3.894 -2.279
C -2.132 4.020 1.867
H -0.292 5.717 -2.798
H -1.570 7.156 3.236
H 2.946 -4.217 4.642
H 0.815 -5.458 3.861
H 5.027 7.147 0.244
H -3.611 -0.914 -6.472
H -2.691 0.624 -1.345
C -0.089 5.451 2.908
O -0.637 2.818 0.359
H -2.211 4.691 -0.676
C 4.785 -3.853 1.895
H 3.454 -5.462 -0.561
C -4.956 -0.519 -2.112
C -0.726 3.782 1.318
C -0.560 5.774 -1.730
H -5.336 -0.360 -1.098
C -2.429 5.425 2.357
H 4.331 7.364 1.907
H -2.987 -3.644 -1.211
H -0.405 -2.169 2.654
H 0.607 3.658 -1.159
C 1.711 4.319 1.270
C -0.429 3.346 -0.956
H -5.148 -3.241 -4.027
H 6.455 5.605 1.096
O 1.154 -2.940 0.736
*
```


[2]
The following is a quantum chemistry calculation of C25H55CrNO2Si2 as an isolated structure in a non-equilibrium geometry, from the OMol25 dataset.

- HOMO (alpha / beta) (Eh) = -0.4202 / -0.4242
- strongest force on any atom (eV Å⁻¹) = 3.2
- LUMO level (alpha / beta) (eV) = -3.81 / -2.41
- calculated total energy (eV) = -76571.385
- energy relative to the best compared isomer or geometry (same formula, charge and spin) (kJ/mol) = 32.73

ORCA input file:
```
! wB97M-V def2-TZVPD RIJCOSX def2/J DEFGRID3
* xyz 1 4
H 3.779 -0.948 -2.989
H 4.530 2.972 0.442
H 1.230 2.755 -2.969
Si -0.468 1.521 -1.593
C 3.121 3.121 -1.167
C 1.925 2.765 2.290
O 2.596 1.875 1.399
H 0.809 -3.781 -2.076
H 4.473 4.553 -0.368
H 1.674 1.138 -0.344
H 0.280 0.593 0.736
H 1.123 -2.043 -2.347
H -1.293 2.953 0.291
H -2.076 0.538 1.482
H 3.096 3.490 -2.206
C -4.549 -2.141 0.087
C 3.709 -0.432 -2.025
H 3.041 1.249 -3.213
C -1.016 -4.057 2.938
H -5.382 1.666 0.803
H -0.920 -1.803 -3.644
H -2.806 1.467 -2.310
C -0.899 -2.011 1.014
H 5.269 3.198 -1.171
C -2.616 0.304 0.540
H 5.264 1.334 1.649
H 0.386 1.276 2.762
H 4.580 1.511 -2.364
H -1.780 0.527 -3.419
H -0.329 -0.725 2.657
C -1.460 -3.598 -0.804
H 1.438 3.498 1.630
H 4.529 0.393 0.331
O 2.897 1.688 -1.177
H -1.107 -3.573 -3.453
H 0.974 1.105 -3.598
H -6.537 0.405 1.290
H -2.540 -3.644 -1.021
H -5.601 -2.442 0.204
H -4.000 -0.051 3.452
C -1.358 -2.592 -3.019
C 0.480 1.977 -3.151
H 0.078 3.708 -0.557
C -0.597 -1.735 2.342
C 0.632 -2.766 -1.681
H -1.536 -5.357 1.267
H -1.041 -4.571 -1.116
C -1.188 -3.319 0.647
C -5.676 0.621 0.641
H 4.636 -0.644 -1.481
C 3.585 1.047 -2.274
C -0.669 -2.757 3.309
H -0.233 2.372 -3.890
H 2.570 -0.133 1.835
H -2.904 1.300 0.142
Si -4.243 -0.541 1.022
H -2.515 -0.238 -2.001
H 2.686 3.305 2.882
H -5.198 -1.336 3.170
H -4.349 -2.024 -0.987
Cr -1.212 -0.677 -0.607
H -0.450 -2.518 4.351
N -0.830 -2.518 -1.637
C 3.221 0.740 2.018
H 1.080 -2.704 -0.683
H 0.938 -0.502 -0.534
H -1.545 3.726 -1.298
C -1.274 -4.349 1.596
H -6.007 0.518 -0.402
H -2.449 -2.482 -3.015
C 4.583 0.508 1.419
C 0.926 2.109 3.224
C -0.846 3.129 -0.696
H -3.920 -2.955 0.472
H -3.460 -1.704 3.090
C -4.219 -0.947 2.854
H 1.438 1.753 4.125
C 4.430 3.472 -0.524
H 2.275 3.562 -0.628
H 2.865 -0.842 -1.458
H 0.196 2.863 3.531
C 0.547 0.507 -0.322
H -1.088 -4.842 3.691
H 5.013 -0.404 1.844
C -2.022 0.700 -2.361
H 3.305 0.892 3.109
*
```


Among the records above, which one has the highest calculated total energy?
C25H54N6O6P2


Which of these has the highest calculated total energy?
C25H54N6O6P2


Which value of strongest force on any atom does entry 1 give?
7.3 eV Å⁻¹